one.
ORCA calculation (ωB97M-V with the def2-TZVPD basis set) on a molecular structure, C2F6KO6S2.

- frontier orbital gap (eV) = 4.96
- highest occupied orbital energy (eV) = -4.96
- net charge = -1

Each line ends with the Mulliken charge.
Cartesian coordinates (Å):
K1 -3.6976 5.1039 0.5070  1.0260
C1 -1.4077 1.0166 0.7527  0.6078
F1 -0.5485 0.0279 0.9208  -0.1727
F2 -2.2625 0.6884 -0.2148  -0.2330
F3 -2.1208 1.1633 1.8834  -0.2616
S1 -0.5872 2.5947 0.3036  0.9601
O1 -1.7645 3.4866 0.3174  -0.6713
O2 0.3415 2.8683 1.3735  -0.6524
O3 -0.0515 2.3702 -1.0106  -0.6181
C2 1.9608 -1.6801 -0.6459  0.5961
F4 1.4674 -0.8383 -1.5611  -0.2212
F5 3.2552 -1.9175 -0.9606  -0.2646
F6 1.9561 -1.0431 0.5431  -0.2320
S2 0.9852 -3.2581 -0.5641  1.1141
O4 1.8950 -4.1844 0.0882  -0.6757
O5 -0.1569 -2.8556 0.2258  -0.6273
O6 0.7362 -3.5430 -1.9583  -0.6743

two.
ORCA calculation (ωB97M-V with the def2-TZVPD basis set) on a molecular structure, C2F6KO6S2.

- frontier orbital gap (eV) = 7.92
- highest occupied orbital energy (eV) = -6.24
- net charge = -1

Each line ends with the Mulliken charge.
Cartesian coordinates (Å):
K1 3.4147 18.5675 15.4749  0.9729
C1 4.4156 22.2006 16.6644  0.5768
F1 3.1096 22.5995 16.6973  -0.2057
F2 4.6674 21.4294 15.5489  -0.2194
F3 5.3608 23.1999 16.7152  -0.2147
S1 4.6493 21.1287 18.1635  1.0914
O1 5.9925 20.5737 18.0890  -0.6197
O2 4.2866 21.8857 19.4346  -0.6675
O3 3.7303 20.0617 17.8680  -0.6940
C2 7.4264 15.6198 14.0158  0.5316
F4 8.2925 14.9298 14.7841  -0.1959
F5 8.1740 16.6769 13.4613  -0.2140
F6 6.7496 14.8246 13.1318  -0.1974
S2 6.0902 16.2140 15.3322  1.1129
O4 4.8183 16.4980 14.5864  -0.7954
O5 5.8648 15.1209 16.3603  -0.6483
O6 6.6512 17.4287 16.0087  -0.6135

Least stable of them? one.

one.
ORCA calculation (ωB97M-V with the def2-TZVPD basis set) on a gas-phase ion, CH2Br3N2 (charge +1).

- frontier orbital gap (eV) = 8.46
- highest occupied orbital energy (eV) = -14.41
- SMILES string = BrN/C(Br)=[NH+]/Br
- net charge = +1

Each line ends with the Mulliken charge.
Cartesian coordinates (Å):
Br1 -1.9194 0.5458 -0.1763  0.1078
N1 -0.5892 -0.7082 -0.5537  -0.3396
C1 0.9816 -0.3140 -0.2132  0.6428
Br2 2.1057 -1.7743 0.0220  0.0305
N2 1.4918 0.8646 -0.1958  -0.3424
Br3 3.3352 1.3946 -0.2357  0.1979
H1 -0.6392 -1.6255 -0.0553  0.3307
H2 1.0096 1.7238 -0.5501  0.3724

two.
ORCA calculation (ωB97M-V with the def2-TZVPD basis set) on 2 unconnected molecules or ions with the total composition CH2Br3N2.

- frontier orbital gap (spin up / spin down) (eV) = 4.95 / 6.49
- highest occupied orbital energy (spin up / spin down) (eV) = -12.61 / -12.77
- net charge = +1

Each line ends with the Mulliken charge.
Cartesian coordinates (Å):
C1 0.7188 1.0731 0.6476  0.4839
N1 1.5555 0.5873 -0.1183  -0.3009
N2 -1.7903 -1.3357 -0.5913  -0.3790
Br1 -0.1653 2.6197 0.6654  0.2050
Br2 2.4770 -1.0814 0.3109  0.2310
Br3 -2.6442 -2.6169 0.2389  0.1452
H1 1.9760 1.1536 -0.9476  0.3648
H2 -2.1275 -0.3997 -0.2055  0.2499

Least stable of them? two.

one.
ORCA calculation (ωB97M-V with the def2-TZVPD basis set) on 2 unconnected molecules or ions with the total composition CH3N3O.

- frontier orbital gap (eV) = 11.17
- highest occupied orbital energy (eV) = -10.04
- SMILES string = N#[N+][O-].C=N
- net charge = 0

Each line ends with the Mulliken charge.
Cartesian coordinates (Å):
N1 0.7346 0.4747 1.6790  -0.2988
N2 1.1981 -0.4012 1.2083  0.7748
O1 1.7371 -1.3018 0.7633  -0.4892
C1 -1.1565 0.2227 -0.6455  -0.2182
N3 -0.0604 -0.3641 -0.9431  -0.6241
H1 -1.0790 1.2847 -0.5847  0.2310
H2 -2.1243 -0.1436 -0.5097  0.3130
H3 0.7503 0.2286 -0.9675  0.3116

two.
ORCA calculation (ωB97M-V with the def2-TZVPD basis set) on a single CH3N3O molecule.

- frontier orbital gap (eV) = 9.83
- highest occupied orbital energy (eV) = -8.97
- SMILES string = C1NN=NO1
- net charge = 0

Each line ends with the Mulliken charge.
Cartesian coordinates (Å):
C1 0.2864 0.5978 0.0596  -0.2351
N1 0.6741 -0.8883 -0.0383  -0.0231
N2 1.9777 -0.9434 0.0250  -0.2439
N3 2.4992 0.1381 0.0618  -0.0087
O1 1.5823 1.1296 -0.0920  -0.2081
H1 -0.4838 0.9278 -0.6610  0.2355
H2 -0.0972 0.5194 1.0595  0.2629
H3 0.0639 -1.6740 -0.2219  0.2206

three.
ORCA calculation (ωB97M-V with the def2-TZVPD basis set) on 2 unconnected molecules or ions with the total composition CH3N3O.

- frontier orbital gap (eV) = 9.86
- highest occupied orbital energy (eV) = -9.06
- net charge = 0

Each line ends with the Mulliken charge.
Cartesian coordinates (Å):
C1 -2.0375 -0.4929 -0.6261  -0.0094
N1 0.4046 1.0417 0.0742  -0.7181
N2 0.5478 -1.1911 -0.0007  -0.7903
N3 1.0670 -0.0404 0.0979  0.6354
O1 -2.7168 -0.0767 0.1973  -0.1432
H1 0.9983 1.8734 0.1230  0.1980
H2 -0.4122 -1.1183 -0.2508  0.5503
H3 2.1489 0.0042 0.3851  0.2772

Least stable of them? two.

one.
ORCA calculation (ωB97M-V with the def2-TZVPD basis set) on 2 unconnected molecules or ions with the total composition CH3N3O.

- frontier orbital gap (eV) = 10.98
- highest occupied orbital energy (eV) = -9.80
- SMILES string = N#[N+][O-].C=N
- net charge = 0

Each line ends with the Mulliken charge.
Cartesian coordinates (Å):
N1 -2.7300 1.6372 1.1040  -0.2621
N2 -2.6044 0.9935 1.9752  0.7899
O1 -2.4005 0.3764 2.9116  -0.5348
C1 0.1505 0.2693 -0.2399  -0.2380
N3 -0.5328 -0.1464 0.7173  -0.3874
H1 0.5921 -0.2325 -1.1483  0.2080
H2 0.3323 1.3182 -0.4651  0.2042
H3 -0.9259 -1.0776 0.8110  0.2203

two.
ORCA calculation (ωB97M-V with the def2-TZVPD basis set) on 2 unconnected molecules or ions with the total composition CH3N3O.

- frontier orbital gap (eV) = 11.11
- highest occupied orbital energy (eV) = -9.94
- SMILES string = N#[N+][O-].C=N
- net charge = 0

Each line ends with the Mulliken charge.
Cartesian coordinates (Å):
N1 2.4253 1.3743 0.8012  -0.2851
N2 2.5926 0.4303 0.2732  0.8056
O1 2.7874 -0.5737 -0.2782  -0.5282
C1 -1.6564 -0.4318 -0.5191  -0.2710
N3 -0.9267 0.2587 0.2170  -0.3832
H1 -2.7243 -0.9030 -0.1629  0.1786
H2 -1.2840 -0.6917 -1.4627  0.2681
H3 -1.2139 0.5368 1.1315  0.2153

Least stable of them? one.